Record 1
ORCA calculation (ωB97M-V/def2-TZVPD) on a cluster of 2 separate species, C5H10N2O in total.

Geometry as XYZ:
```
18
Properties=species:S:1:pos:R:3:forces:R:3
N 0.800 0.004 -0.740 -0.463 -0.667 -0.328
H -1.451 -1.136 -1.650 -0.218 0.035 -0.096
H 0.050 -1.943 1.178 0.691 -0.565 0.082
H -0.368 2.141 1.470 0.099 0.067 0.072
C 1.391 -0.365 1.655 -1.621 0.130 -0.221
H 0.933 -2.209 2.743 -0.213 -0.158 0.070
H -1.740 -2.583 -1.955 -0.681 1.071 -0.299
N -0.547 1.739 -0.622 0.463 -0.147 -1.143
H 1.581 0.354 2.451 0.639 -0.389 0.209
H -0.979 2.571 -0.989 -0.190 -0.024 0.269
C -0.040 1.543 0.640 -0.718 0.093 0.094
C 0.433 -1.490 2.104 -0.628 0.148 -0.990
O -2.125 -1.680 -2.087 0.951 -1.137 0.443
H -0.548 -1.185 2.484 0.503 0.505 0.751
H 2.242 -0.874 1.212 0.472 0.429 0.313
C 0.021 0.786 -1.441 -0.034 0.563 1.193
H -0.199 0.698 -2.489 0.076 0.144 -0.152
C 0.716 0.420 0.569 0.873 -0.100 -0.267
```
Positions in Å, forces in eV/Å.

Output
HOMO energy ... -8.9 eV
ΔE to the lowest compared entry with this formula, charge and spin ... 0.553 eV
M ... 114.15 g/mol
Structure (SMILES) ... CCc1c[nH]cn1.O
Gap between HOMO and LUMO ... 0.3574 hartree

Atom charges from the natural (NBO) analysis, given in e for atoms 1 to 5: atom 1 (N): -0.474, atom 2 (H): 0.471, atom 3 (H): 0.209, atom 4 (H): 0.218, atom 5 (C): -0.427

Record 2
ORCA calculation (ωB97M-V/def2-TZVPD) on the ion C5H10N2O with charge +1.

Geometry as XYZ:
```
18
Properties=species:S:1:pos:R:3:forces:R:3
H 1.338 -0.574 1.342 -0.365 -0.222 -0.313
H -2.736 0.835 0.366 -0.074 -0.063 -0.128
H -0.042 -1.928 -0.972 -0.642 -0.159 0.303
C 0.045 0.769 0.145 3.586 0.240 -0.122
N 0.655 -1.638 -0.297 2.125 -0.024 -0.698
N 2.456 -2.889 -1.340 -0.173 -0.441 0.014
H -0.739 1.680 2.116 0.081 -0.973 -0.004
H 1.115 1.141 -0.050 -1.535 0.064 0.194
C 2.009 -1.902 -0.703 -0.855 0.567 0.450
H -0.431 -0.957 1.320 0.503 -0.224 -0.302
H -0.480 2.756 0.867 0.887 0.075 -0.339
H 1.808 -3.671 -1.480 -0.042 0.197 -0.185
C -2.176 1.788 0.421 0.375 -0.373 1.042
H 2.660 -1.090 -0.391 0.207 -0.035 0.090
H -0.357 0.695 -0.852 -0.563 -0.175 -0.298
O -2.643 2.812 0.029 -0.029 0.027 -0.106
C -0.736 1.712 1.027 -1.809 1.056 -0.832
C 0.450 -0.669 0.700 -1.675 0.465 1.232
```
Positions in Å, forces in eV/Å.

Output
HOMO energy (alpha / beta) ... -13.3 / -13.3 eV
ΔE to the lowest compared entry with this formula, charge and spin ... 2.674 eV
Multiplicity ... 2
M ... 114.15 g/mol
Net charge ... +1
Gap between HOMO and LUMO (alpha / beta) ... 0.3500 / 0.1696 hartree

Atom charges from the natural (NBO) analysis, given in e for atoms 1 to 5: atom 1 (H): 0.250, atom 2 (H): 0.105, atom 3 (H): 0.435, atom 4 (C): -0.368, atom 5 (N): -0.243